Below is C39H33BClNO5P2V as an isolated structure in a non-equilibrium geometry, with properties calculated with the ωB97M-V functional and the def2-TZVPD basis.

The geometry in ORCA input format:
```
! wB97M-V def2-TZVPD RIJCOSX def2/J DEFGRID3
* xyz 1 3
V -0.335 0.097 -0.069
N -2.388 0.471 -2.259
P -2.267 -0.935 -1.300
C -3.863 -1.240 -0.534
C -3.910 -1.711 0.773
C -5.131 -1.994 1.365
C -6.305 -1.793 0.654
C -6.262 -1.322 -0.652
C -5.043 -1.055 -1.251
C -2.038 -2.342 -2.415
C -1.741 -2.188 -3.763
C -1.512 -3.302 -4.559
C -1.565 -4.571 -4.007
C -1.864 -4.730 -2.659
C -2.108 -3.622 -1.867
P -1.191 1.638 -1.894
C -0.652 2.332 -3.466
C -0.549 1.536 -4.604
C -0.142 2.086 -5.807
C 0.183 3.433 -5.876
C 0.099 4.227 -4.742
C -0.321 3.683 -3.539
C -1.943 3.046 -1.056
C -1.283 3.606 0.033
C -1.854 4.665 0.724
C -3.092 5.153 0.337
C -3.754 4.599 -0.753
C -3.178 3.552 -1.452
H -3.273 0.746 -2.674
H -2.996 -1.838 1.343
H -5.165 -2.357 2.382
H -7.258 -2.004 1.118
H -7.179 -1.173 -1.206
H -5.027 -0.722 -2.282
H -1.713 -1.199 -4.202
H -1.294 -3.174 -5.610
H -1.383 -5.438 -4.626
H -1.917 -5.719 -2.227
H -2.360 -3.764 -0.822
H -0.798 0.482 -4.558
H -0.075 1.462 -6.687
H 0.502 3.864 -6.814
H 0.353 5.276 -4.794
H -0.400 4.320 -2.668
H -0.321 3.217 0.357
H -1.338 5.095 1.571
H -3.544 5.967 0.886
H -4.716 4.987 -1.058
H -3.701 3.139 -2.308
O -1.271 0.846 2.949
B -1.509 0.666 1.598
O -2.798 1.093 1.259
C -3.350 1.558 2.433
C -4.601 2.092 2.643
C -4.887 2.484 3.948
C -3.957 2.338 4.974
C -2.698 1.787 4.748
C -2.427 1.407 3.452
H -5.313 2.199 1.839
H -5.855 2.912 4.169
H -4.219 2.656 5.973
H -1.972 1.668 5.538
C 1.510 -2.414 -2.426
C 2.578 -1.357 -2.433
C 2.604 -0.398 -3.441
C 3.615 0.545 -3.492
Cl 3.623 1.727 -4.764
C 4.636 0.556 -2.557
C 4.623 -0.387 -1.544
C 3.602 -1.322 -1.477
O 3.665 -2.242 -0.435
C 2.678 -2.077 0.564
C 2.505 -0.607 0.910
O 3.313 0.115 1.399
O 1.240 -0.149 0.613
H 1.086 -2.543 -3.423
H 0.670 -2.171 -1.757
H 1.908 -3.373 -2.094
H 1.844 -0.405 -4.212
H 5.424 1.292 -2.622
H 5.392 -0.403 -0.786
H 3.041 -2.587 1.459
H 1.725 -2.520 0.260
*
```

Calculated values
E ... -110167.39176 eV
Frontier orbital gap (spin up / spin down) ... 7.32 / 7.80 eV
LUMO energy (spin up / spin down) ... -0.1349 / -0.1176 Eh
M ... 754.85 g mol⁻¹